[1]
Formula: C14H22Cl2N5O2RhSe
Source: the Open Molecules 2025 dataset
Level of theory: ωB97M-V/def2-TZVPD

The geometry in XYZ format:
```
47
C14H22Cl2N5O2RhSe, DFT ωB97M-V/def2-TZVPD
Rh 0.404 0.059 -0.282
N -0.777 1.671 0.034
C -1.462 1.656 1.335
C -0.448 1.170 2.337
N 0.194 -0.070 1.821
C -0.511 -1.338 2.175
C -1.616 -1.654 1.184
N -1.022 -1.608 -0.171
H -0.184 2.494 -0.040
H -1.442 1.671 -0.766
H -2.326 1.003 1.258
H -1.835 2.643 1.606
H -0.892 1.003 3.319
H 0.342 1.914 2.454
H 1.133 -0.113 2.209
H -0.920 -1.278 3.185
H 0.237 -2.132 2.171
H -2.425 -0.933 1.227
H -2.047 -2.628 1.415
H -1.720 -1.460 -0.896
H -0.567 -2.489 -0.387
C 2.696 0.235 -3.285
N 2.501 -0.997 -2.519
C 2.372 -1.102 -1.176
Se 2.805 0.263 0.070
N 2.330 -2.438 -0.894
C 2.401 -3.174 -2.042
C 2.397 -4.556 -2.281
C 2.474 -4.934 -3.592
C 2.550 -3.985 -4.655
C 2.559 -2.638 -4.428
C 2.488 -2.240 -3.083
H 2.642 1.084 -2.614
H 1.917 0.311 -4.034
H 3.679 0.190 -3.753
H 2.399 -2.797 0.047
H 2.354 -5.280 -1.478
H 2.480 -5.987 -3.838
H 2.607 -4.351 -5.672
H 2.621 -1.920 -5.234
Cl -0.101 2.054 -4.841
C -1.119 0.705 -4.303
Cl -0.608 -0.837 -5.014
C -1.118 0.630 -2.785
O -2.133 0.963 -2.182
O -0.030 0.158 -2.240
H -2.126 0.920 -4.637
```

Output
relative energy (zero: lowest compared OMol25 entry of this formula, charge and spin) = 17.0 kcal per mole
Kohn-Sham gap (alpha / beta) = 0.2252 / 0.2279 Ha
multiplicity = 1
net charge = +2

These are the Mulliken partial charges, in e, on atoms 1 to 4: Rh -0.07; N -0.27; C -0.53; C -0.67

---

[2]
Formula: C50H81N22O7PS
Source: the Open Molecules 2025 dataset
Level of theory: ωB97M-V/def2-TZVPD

The geometry in XYZ format:
```
162
C50H81N22O7PS, DFT ωB97M-V/def2-TZVPD
C 4.525 3.969 -0.273
C 3.786 2.719 -0.753
C 2.991 2.924 -2.036
C 1.731 3.812 -1.994
C 0.793 3.566 -0.805
C 1.161 4.388 0.440
N 1.395 5.763 0.062
C 0.852 6.789 0.960
O 0.723 2.109 -0.555
S -0.119 1.439 -1.710
O 0.674 1.067 -2.813
O -0.972 0.503 -1.096
O -0.892 2.767 -2.174
C -0.660 3.792 -1.192
P -2.005 3.512 0.082
O -3.026 2.632 -0.457
O -2.448 4.988 0.428
O -1.420 3.027 1.466
H 3.930 4.589 0.394
H 5.397 3.678 0.310
H 4.886 4.571 -1.105
H 4.535 1.957 -0.965
H 3.182 2.313 0.056
H 2.753 1.974 -2.499
H 3.669 3.426 -2.725
H 1.185 3.644 -2.916
H 2.037 4.849 -2.031
H 0.363 4.347 1.168
H 2.013 3.902 0.919
H 2.376 5.931 -0.093
H 0.067 7.358 0.462
H 1.630 7.493 1.233
H 0.471 6.380 1.893
H -0.839 4.802 -1.551
H -2.860 5.017 1.302
H -1.376 2.058 1.470
C -4.275 -0.208 -1.326
C -5.531 -0.889 -1.076
N -6.510 -1.421 -0.819
H -3.475 -0.929 -1.481
H -4.353 0.421 -2.210
H -4.021 0.430 -0.481
C -6.061 -0.925 2.737
C -5.351 -1.851 3.619
N -4.811 -2.652 4.255
H -6.887 -0.450 3.263
H -5.378 -0.157 2.377
H -6.447 -1.479 1.882
C 0.172 -0.327 -5.958
C 1.365 0.126 -6.652
N 2.275 0.566 -7.194
H 0.108 0.177 -4.994
H -0.713 -0.082 -6.542
H 0.208 -1.401 -5.790
C 4.556 4.121 -6.058
C 3.828 4.895 -5.064
N 3.255 5.491 -4.267
H 3.926 3.962 -6.932
H 5.462 4.650 -6.347
H 4.837 3.151 -5.655
C -5.577 -5.916 5.605
C -4.842 -6.917 6.367
N -4.235 -7.644 7.024
H -6.297 -5.416 6.249
H -4.879 -5.175 5.216
H -6.095 -6.379 4.769
C 7.271 3.558 -9.443
C 6.791 2.732 -8.348
N 6.408 2.080 -7.484
H 7.675 4.486 -9.048
H 8.049 3.030 -9.992
H 6.449 3.780 -10.123
C 5.087 7.376 -8.295
C 6.349 6.802 -7.857
N 7.346 6.350 -7.510
H 4.761 8.132 -7.583
H 5.212 7.835 -9.274
H 4.329 6.598 -8.358
C -5.777 1.488 -4.400
C -4.541 1.058 -5.035
N -3.565 0.720 -5.534
H -6.085 0.758 -3.653
H -5.625 2.450 -3.914
H -6.562 1.582 -5.147
C -1.908 -5.337 6.823
C -1.331 -4.061 7.201
N -0.850 -3.036 7.358
H -1.250 -6.149 7.124
H -2.874 -5.469 7.300
H -2.029 -5.369 5.740
C -3.047 -5.285 1.628
C -4.276 -5.899 2.118
N -5.251 -6.396 2.485
H -2.331 -6.060 1.362
H -3.265 -4.681 0.748
H -2.609 -4.651 2.397
C 5.051 -0.373 -8.942
C 6.360 -0.498 -9.559
N 7.395 -0.596 -10.045
H 4.867 -1.202 -8.263
H 4.996 0.557 -8.379
H 4.279 -0.366 -9.709
C 0.267 -8.840 7.756
C 1.045 -8.182 6.718
N 1.665 -7.692 5.887
H 0.775 -8.776 8.716
H -0.718 -8.383 7.837
H 0.137 -9.884 7.478
C 2.194 -4.129 4.911
C 1.088 -4.746 4.200
N 0.214 -5.229 3.626
H 1.996 -4.150 5.981
H 3.109 -4.679 4.706
H 2.310 -3.095 4.591
C 8.420 1.651 -12.171
C 8.997 2.906 -12.627
N 9.443 3.904 -12.975
H 8.700 1.460 -11.138
H 7.335 1.694 -12.238
H 8.780 0.828 -12.785
C -1.855 -0.686 4.931
C -1.345 -0.300 3.636
N -0.945 0.022 2.610
H -1.165 -0.389 5.719
H -2.823 -0.216 5.099
H -1.971 -1.767 4.966
C -0.577 -8.524 3.095
C -1.001 -9.439 4.141
N -1.320 -10.162 4.973
H -0.113 -7.644 3.541
H 0.143 -9.018 2.444
H -1.441 -8.219 2.507
C 1.744 1.455 4.117
C 2.753 0.702 4.845
N 3.543 0.095 5.415
H 1.201 2.099 4.802
H 2.213 2.073 3.359
H 1.043 0.772 3.645
C 0.033 3.553 7.848
C 0.522 3.940 6.535
N 0.907 4.240 5.496
H 0.765 3.825 8.607
H -0.905 4.062 8.057
H -0.126 2.476 7.881
C -7.473 -4.813 0.440
C -8.556 -4.852 1.409
N -9.410 -4.883 2.174
H -7.722 -5.427 -0.423
H -7.307 -3.788 0.108
H -6.561 -5.196 0.899
C -0.149 10.807 1.649
C 0.686 9.918 2.440
N 1.344 9.217 3.064
H -0.976 11.172 2.255
H 0.440 11.654 1.303
H -0.546 10.274 0.787
C -6.110 -10.348 7.065
C -7.305 -11.027 7.540
N -8.247 -11.561 7.919
H -5.344 -11.078 6.809
H -6.345 -9.760 6.180
H -5.722 -9.685 7.833
```

Output
relative energy (zero: lowest compared OMol25 entry of this formula, charge and spin) = 0.0 kcal per mole
Kohn-Sham gap = 0.3357 Ha
multiplicity = 1
net charge = 0

These are the Mulliken partial charges, in e, on atoms 1 to 4: C -1.17; C -0.44; C -0.40; C -1.44